a | A structure of composition CH2N2O2S, computed with ωB97M-V with the def2-TZVPD basis set.

Geometry as XYZ:
```
8
Properties=species:S:1:pos:R:3:lowdin_charge:R:1
C -1.43 0.66 -0.19 -0.01
N -0.64 -0.11 -0.82 -0.17
N 0.27 -0.72 -1.13 0.08
O 2.06 0.54 0.38 -0.44
O 1.33 -1.51 1.48 -0.44
S 1.95 -0.90 0.32 0.80
H -1.00 1.45 0.41 0.08
H -2.55 0.59 -0.45 0.11
```

Calculated values
HOMO-LUMO gap: 8.34 eV
LUMO energy: -1.10 eV
Spin multiplicity: 1
E_HOMO: -9.4 eV

=====

b | A cluster of 2 separate species, CH2N2O2S in total, computed with ωB97M-V with the def2-TZVPD basis set.

Geometry as XYZ:
```
8
Properties=species:S:1:pos:R:3:lowdin_charge:R:1
C 1.58 -0.23 0.65 -0.06
N -2.42 0.27 -1.33 0.25
N -2.19 0.94 -0.50 -0.31
O -2.03 1.78 0.30 0.08
O 0.60 -0.94 0.32 -0.66
S 0.56 -2.08 -0.88 0.49
H 2.60 -0.21 0.08 0.14
H 1.30 0.46 1.37 0.07
```

Calculated values
HOMO-LUMO gap (spin up / spin down): 7.44 / 7.42 eV
LUMO energy (spin up / spin down): -1.10 / -1.11 eV
Spin multiplicity: 1
E_HOMO (spin up / spin down): -8.5 / -8.5 eV

=====

Top of the stability list: a, leading by 2.169 eV.

=====

a | A cluster of 2 separate species, C4H15N3O in total, computed with ωB97M-V with the def2-TZVPD basis set.

Geometry as XYZ:
```
23
Properties=species:S:1:pos:R:3:lowdin_charge:R:1
N -0.93 -0.21 -2.52 0.00
C 0.45 0.02 -2.07 -0.28
C 0.60 1.20 -1.09 -0.19
C -0.36 1.25 0.09 -0.24
N -0.16 0.08 0.95 -0.07
C -1.37 -0.70 1.26 -0.31
N -1.15 -1.60 2.38 0.00
H -1.37 0.58 -2.99 0.07
H -1.46 -0.38 -1.67 0.03
H 0.82 -0.94 -1.72 0.10
H 1.07 0.19 -2.95 0.10
H 1.61 1.22 -0.67 0.10
H 0.53 2.05 -1.77 0.11
H -1.42 1.25 -0.23 0.10
H -0.28 2.20 0.62 0.10
H 0.46 -0.58 0.53 0.06
H -2.24 -0.09 1.51 0.12
H -1.64 -1.31 0.39 0.10
H -1.38 -1.16 3.26 0.06
H -0.17 -1.85 2.48 0.06
O 2.76 -0.58 1.04 -0.08
H 3.52 -0.60 1.62 0.03
H 2.11 -0.01 1.52 0.03
```

Calculated values
Structure (SMILES): NCCCNCN.O
HOMO-LUMO gap: 9.96 eV
LUMO energy: 0.85 eV
Spin multiplicity: 1
E_HOMO: -9.1 eV

=====

b | A cluster of 2 separate species, C4H15N3O in total, computed with ωB97M-V with the def2-TZVPD basis set.

Geometry as XYZ:
```
23
Properties=species:S:1:pos:R:3:lowdin_charge:R:1
N 0.74 -1.03 -2.55 0.00
C 1.32 0.19 -1.97 -0.29
C 0.47 1.22 -1.18 -0.18
C -0.74 0.68 -0.45 -0.26
N -0.46 -0.29 0.60 -0.09
C -1.62 -0.88 1.26 -0.32
N -1.29 -1.39 2.57 0.01
H -0.16 -0.88 -2.98 0.06
H 0.58 -1.64 -1.75 0.05
H 2.13 -0.11 -1.29 0.10
H 1.97 0.67 -2.70 0.10
H 1.19 1.60 -0.45 0.09
H 0.10 1.98 -1.86 0.11
H -1.40 0.22 -1.21 0.11
H -1.33 1.50 -0.03 0.12
H 0.24 -0.96 0.32 0.10
H -2.34 -0.07 1.33 0.11
H -2.13 -1.69 0.74 0.11
H -0.94 -0.69 3.21 0.07
H -0.74 -2.23 2.52 0.06
O 1.63 1.25 2.30 -0.08
H 1.73 1.95 1.65 0.02
H 1.03 0.59 1.91 -0.01
```

Calculated values
Structure (SMILES): NCCCNCN.O
HOMO-LUMO gap: 10.01 eV
LUMO energy: 0.78 eV
Spin multiplicity: 1
E_HOMO: -9.2 eV

=====

c | A structure of composition C4H15N3O, computed with ωB97M-V with the def2-TZVPD basis set.

Geometry as XYZ:
```
23
Properties=species:S:1:pos:R:3:lowdin_charge:R:1
C -2.18 0.86 -1.75 -0.14
N -0.75 0.61 -1.76 -0.16
C -0.37 -0.74 -2.27 -0.37
O 0.94 -1.10 -2.06 -0.19
H -2.61 0.91 -2.74 0.07
H -2.30 1.83 -1.26 0.07
H -2.73 0.17 -1.12 0.07
H -0.25 1.34 -2.24 0.11
H -0.61 -0.68 -3.34 0.11
H -1.04 -1.48 -1.80 0.11
C 0.40 0.10 2.22 -0.30
N 0.48 -0.49 3.55 -0.01
C 1.49 -0.43 1.31 -0.22
N 1.50 0.22 -0.01 0.01
H 0.50 1.18 2.32 0.11
H -0.62 0.04 1.80 0.11
H -0.05 0.07 4.19 0.06
H 0.14 -1.44 3.56 0.06
H 1.33 -1.50 1.11 0.12
H 2.45 -0.34 1.82 0.12
H 1.41 -0.55 -1.13 0.06
H 0.57 0.64 -0.26 0.09
H 2.32 0.79 -0.14 0.11
```

Calculated values
HOMO-LUMO gap: 9.28 eV
LUMO energy: 0.85 eV
Spin multiplicity: 1
E_HOMO: -8.4 eV

=====

Top of the stability list: b, leading by 0.059 eV.

=====

a | A structure of composition C18H35BaF5NO8Te, computed with ωB97M-V with the def2-TZVPD basis set.

Geometry as XYZ:
```
69
Properties=species:S:1:pos:R:3:lowdin_charge:R:1
Ba -0.47 0.29 0.12 2.11
C -3.25 0.53 -2.34 -0.16
C -4.02 0.90 -1.09 -0.16
O -3.30 0.38 0.02 -0.27
C -4.10 -0.05 1.13 -0.16
C -3.29 -1.02 1.93 -0.18
O -2.14 -0.33 2.43 -0.24
C -1.30 -1.16 3.23 -0.18
C -0.32 -0.27 3.93 -0.16
O 0.49 0.38 2.94 -0.22
C 1.02 1.63 3.38 -0.17
C 0.12 2.76 2.95 -0.17
O 0.15 2.80 1.52 -0.23
C -0.69 3.79 0.96 -0.18
C -0.25 4.03 -0.46 -0.16
O -0.15 2.77 -1.09 -0.29
C -0.32 2.74 -2.51 -0.16
C -1.72 2.30 -2.83 -0.17
O -1.91 1.01 -2.26 -0.24
H -3.75 0.94 -3.23 0.14
H -3.19 -0.55 -2.43 0.12
H -5.02 0.45 -1.15 0.14
H -4.14 1.98 -0.98 0.13
H -5.00 -0.55 0.76 0.14
H -4.40 0.82 1.73 0.14
H -2.98 -1.86 1.30 0.11
H -3.88 -1.42 2.76 0.15
H -0.79 -1.89 2.60 0.11
H -1.90 -1.70 3.98 0.15
H 0.31 -0.85 4.60 0.14
H -0.86 0.48 4.51 0.14
H 2.00 1.74 2.91 0.14
H 1.15 1.64 4.46 0.14
H 0.47 3.71 3.36 0.14
H -0.91 2.58 3.30 0.14
H -0.63 4.73 1.53 0.14
H -1.74 3.45 0.98 0.14
H 0.73 4.53 -0.49 0.14
H -0.98 4.67 -0.97 0.14
H 0.40 2.00 -2.89 0.13
H -0.10 3.71 -2.95 0.14
H -1.88 2.27 -3.91 0.14
H -2.45 3.01 -2.40 0.14
F -1.87 -3.90 0.75 -0.36
Te -0.67 -3.41 -0.60 1.75
F 0.31 -3.06 -2.15 -0.36
F -1.87 -2.03 -1.15 -0.43
F -1.71 -4.49 -1.69 -0.33
F 0.37 -4.90 -0.26 -0.35
O 0.22 -2.24 0.43 -0.75
O 1.56 0.07 -1.52 -0.19
C 2.64 -0.52 -1.72 -0.48
C 3.90 -0.16 -0.98 -0.08
C 4.33 -1.26 0.03 -0.16
C 3.70 -2.64 -0.21 -0.19
C 4.06 -3.30 -1.54 -0.16
C 3.89 -2.36 -2.74 -0.15
N 2.72 -1.50 -2.62 0.10
H 3.71 0.78 -0.47 0.12
H 4.69 0.02 -1.71 0.12
H 4.05 -0.94 1.03 0.11
H 5.42 -1.34 0.02 0.12
H 2.62 -2.55 -0.13 0.08
H 4.01 -3.31 0.60 0.12
H 3.43 -4.18 -1.67 0.11
H 5.10 -3.65 -1.53 0.12
H 3.79 -2.93 -3.67 0.13
H 4.77 -1.73 -2.86 0.12
H 1.84 -1.82 -2.99 0.13
```

Calculated values
HOMO-LUMO gap: 10.01 eV
LUMO energy: -2.28 eV
Total charge: +1
Spin multiplicity: 1
E_HOMO: -12.3 eV

=====

b | A structure of composition C18H35BaF5NO8Te, computed with ωB97M-V with the def2-TZVPD basis set.

Geometry as XYZ:
```
69
Properties=species:S:1:pos:R:3:lowdin_charge:R:1
Ba 0.16 -0.72 -0.60 2.14
C -1.00 -3.17 1.68 -0.16
C -1.79 -3.35 0.39 -0.15
O -0.98 -3.09 -0.75 -0.35
C -0.72 -4.06 -1.76 -0.16
C 0.27 -3.46 -2.76 -0.16
O 1.43 -2.90 -2.16 -0.22
C 2.47 -3.81 -1.84 -0.16
C 2.39 -4.28 -0.40 -0.17
O 2.39 -3.19 0.51 -0.16
C 3.68 -2.62 0.73 -0.16
C 3.72 -1.20 0.25 -0.18
O 2.74 -0.50 0.99 -0.23
C 2.80 0.91 0.93 -0.19
C 1.89 1.41 2.03 -0.16
O 0.59 0.85 1.87 -0.23
C 0.07 0.14 3.00 -0.14
C 0.18 -1.38 2.90 -0.17
O -0.68 -1.79 1.84 -0.27
H -0.08 -3.78 1.64 0.13
H -1.59 -3.49 2.54 0.14
H -2.63 -2.65 0.37 0.14
H -2.19 -4.37 0.32 0.14
H -1.64 -4.31 -2.28 0.15
H -0.33 -4.97 -1.28 0.12
H -0.20 -2.64 -3.32 0.12
H 0.54 -4.24 -3.48 0.14
H 3.41 -3.29 -2.02 0.13
H 2.44 -4.67 -2.52 0.14
H 3.21 -4.97 -0.19 0.14
H 1.46 -4.82 -0.22 0.11
H 4.46 -3.21 0.24 0.14
H 3.86 -2.64 1.81 0.14
H 3.50 -1.13 -0.83 0.13
H 4.71 -0.77 0.41 0.14
H 2.51 1.29 -0.06 0.13
H 3.83 1.26 1.11 0.14
H 1.83 2.50 2.00 0.12
H 2.31 1.12 3.00 0.14
H -0.98 0.41 3.08 0.14
H 0.58 0.47 3.91 0.13
H -0.16 -1.83 3.84 0.14
H 1.21 -1.69 2.70 0.13
F -2.69 -1.26 -2.51 -0.40
Te -2.09 0.55 -2.63 1.82
F -1.84 2.34 -3.15 -0.35
F -2.24 0.10 -0.65 -0.56
F -3.79 1.17 -2.15 -0.34
F -2.66 0.33 -4.39 -0.35
O -0.35 0.01 -2.88 -0.79
O -0.73 2.02 -0.92 -0.17
C -1.20 2.92 -0.19 -0.46
C -0.29 3.93 0.46 -0.08
C -0.60 5.42 0.12 -0.16
C -1.79 5.63 -0.81 -0.19
C -3.13 5.39 -0.13 -0.17
C -3.11 4.14 0.74 -0.15
N -2.51 3.01 0.05 0.11
H 0.71 3.67 0.13 0.11
H -0.33 3.76 1.54 0.12
H 0.29 5.85 -0.34 0.11
H -0.76 5.97 1.04 0.12
H -1.69 4.97 -1.68 0.11
H -1.76 6.64 -1.21 0.12
H -3.92 5.31 -0.87 0.12
H -3.38 6.24 0.51 0.12
H -4.12 3.84 1.04 0.13
H -2.56 4.31 1.67 0.12
H -3.11 2.35 -0.42 0.12
```

Calculated values
HOMO-LUMO gap: 9.27 eV
LUMO energy: -3.19 eV
Total charge: +1
Spin multiplicity: 1
E_HOMO: -12.5 eV

=====

Top of the stability list: a, leading by 2.128 eV.

=====

a | A cluster of 2 separate species, C2H9NOS in total, computed with ωB97M-V with the def2-TZVPD basis set.

Geometry as XYZ:
```
14
Properties=species:S:1:pos:R:3:lowdin_charge:R:1
N -1.60 1.33 -0.44 0.03
C -1.33 -0.02 -0.90 -0.34
O -1.78 -1.03 0.01 -0.07
H -0.88 1.68 0.17 0.02
H -2.48 1.34 0.04 0.07
H -0.27 -0.18 -1.07 0.09
H -1.86 -0.14 -1.84 0.11
H -1.30 -0.88 0.83 0.07
C 2.10 -0.80 0.35 -0.48
S 2.19 0.83 1.14 0.65
H 2.84 -1.43 0.84 0.02
H 2.30 -0.73 -0.71 0.03
H 1.13 -1.25 0.53 0.01
H 0.94 1.28 1.06 -0.22
```

Calculated values
Structure (SMILES): NCO.CS
HOMO-LUMO gap: 10.11 eV
LUMO energy: 0.70 eV
Spin multiplicity: 1
E_HOMO: -9.4 eV

=====

b | A cluster of 2 separate species, C2H9NOS in total, computed with ωB97M-V with the def2-TZVPD basis set.

Geometry as XYZ:
```
14
Properties=species:S:1:pos:R:3:lowdin_charge:R:1
N 0.28 0.96 -0.29 -0.04
C 0.59 -0.36 0.35 -0.31
C -0.58 -0.88 1.32 -0.48
S -0.11 -1.70 3.03 0.56
H 1.19 1.44 -0.21 0.06
H -0.27 1.74 0.08 0.06
H 1.54 -0.43 0.86 0.07
H 0.74 -1.02 -0.43 0.06
H -1.29 0.06 1.57 0.09
H -1.13 -1.75 0.81 0.06
H 1.24 -1.83 2.67 -0.15
O -0.16 2.87 -6.17 -0.08
H -0.23 3.56 -5.51 0.02
H -0.79 3.18 -6.87 0.06
```

Calculated values
Structure (SMILES): NCCS.O
HOMO-LUMO gap: 10.05 eV
LUMO energy: 0.96 eV
Spin multiplicity: 1
E_HOMO: -9.1 eV

=====

Top of the stability list: a, leading by 1.124 eV.